A 5-piece molecular cluster, C19H30Cl8FN2O4S overall at a distorted geometry. Source: the Open Molecules 2025 dataset; level of theory: ωB97M-V with the def2-TZVPD basis set.

XYZ file:
```
65
Properties=species:S:1:pos:R:3:lowdin_charge:R:1
H 0.56 -2.61 -1.87 -0.0149
C -1.11 -2.15 -4.55 -0.1490
H -3.98 1.79 1.68 0.1095
Cl 2.74 0.80 2.96 0.5862
C -0.73 0.99 2.00 -0.0058
H 3.65 2.39 4.44 -0.0082
F -5.27 1.02 0.41 -0.0316
Cl 1.95 -3.61 -0.59 0.6150
O -2.37 1.62 3.69 0.1443
H 3.08 -1.53 -0.57 -0.1564
C 1.75 -6.21 -5.29 -1.0008
N -0.09 -2.60 -3.82 -0.0205
H 4.29 2.57 2.79 0.0342
H -3.69 2.13 -0.08 0.1325
H -0.97 -0.03 2.29 0.1570
H 1.06 -7.02 -5.10 0.0232
H 0.49 4.85 4.63 0.0220
C 4.03 1.87 3.57 -0.9861
Cl 5.45 0.95 4.03 0.5567
H -1.19 2.16 0.37 0.1803
S 2.39 -0.52 -1.12 0.8629
C 1.69 -5.37 -0.52 -0.9405
H -0.82 4.24 5.66 0.0185
C -2.24 -1.00 -2.80 -0.0120
N -0.84 1.21 0.53 0.0357
C -3.96 1.38 0.67 -0.1703
H -2.98 2.34 3.88 0.1472
C 1.41 2.26 0.10 -0.1323
C -1.20 -1.44 -1.99 -0.1347
H 2.44 2.03 -0.19 0.1036
H 1.48 -5.64 0.51 0.0294
C -1.18 -1.10 -0.50 -0.2034
Cl 0.65 5.64 6.84 0.5416
H 0.46 4.17 -0.05 0.1209
Cl 1.01 -4.68 -4.79 0.5767
Cl 0.33 -5.88 -1.51 0.5368
H 1.52 -0.27 1.06 0.0481
H 0.25 1.15 -1.26 0.1532
C 0.24 4.45 5.61 -1.0365
C 0.46 1.10 -0.19 -0.2791
H 0.31 1.13 2.28 0.0737
Cl 3.25 -6.52 -4.41 0.4894
H 2.59 -5.87 -0.86 0.0302
H -1.87 -1.81 -0.05 0.1627
H 1.98 -6.16 -6.35 0.0237
H -3.70 -0.57 -0.04 0.1368
Cl 1.13 2.94 5.84 0.5166
O -1.31 3.22 2.53 0.1133
C -3.12 0.11 0.58 -0.0914
C -1.50 2.04 2.77 -0.4846
H 1.42 2.53 1.15 0.0933
H -3.07 -0.40 -2.44 0.1143
C -0.21 -2.23 -2.55 -0.1357
C -2.17 -1.40 -4.12 -0.0474
H 1.96 4.81 -1.77 0.0981
O 0.07 -1.34 0.14 -0.1162
H -2.95 -1.12 -4.82 0.1131
C -1.80 0.29 -0.19 -0.1764
O 2.22 4.09 -1.19 -0.0426
C 1.01 3.51 -0.73 -0.2402
H -2.09 0.83 -1.09 0.1450
H 0.41 3.23 -1.61 0.1230
C 1.04 -0.30 0.08 -0.5964
H -1.08 -2.41 -5.61 0.1127
H -2.99 -0.40 1.53 0.1317
```

Values from the calculation:
- Total energy: -5331.74425 a.u.
- Energy above the lowest of the compared OMol25 structures with the same formula, charge and spin: 0.4628 eV
- HOMO level: -0.4403 Ha
- Charge: +1
- Kohn-Sham gap: 9.16 eV